Entry from the Open Molecules 2025 dataset: 5 unconnected molecules or ions with the total composition C2H15NO4S in a non-equilibrium geometry (wB97M-V/def2-TZVPD).

Structure (XYZ):
```
23
C2H15NO4S (wB97M-V/def2-TZVPD)
C -0.055 0.288 1.294
C 0.723 1.585 1.447
S 2.462 1.285 1.876
N -1.408 0.523 0.851
H 0.394 -0.379 0.563
H -0.010 -0.247 2.252
H 0.718 2.170 0.535
H 0.290 2.146 2.274
H 2.972 0.953 0.686
H -1.870 -0.263 0.401
H -2.084 0.965 1.448
H -2.016 -1.784 -1.218
H -3.337 -2.157 -0.480
O -2.441 -1.842 -0.328
H 2.058 -2.822 -1.957
H 1.095 -3.075 -0.685
O 1.401 -2.446 -1.343
H -0.914 2.305 -1.880
H -1.530 1.179 -1.006
O -1.472 1.523 -1.916
H -1.320 -0.182 -2.643
H -0.223 -1.383 -2.635
O -1.152 -1.132 -2.521
```

Output
Net charge: -1
Spin multiplicity: 2
Gap between HOMO and LUMO (alpha / beta): 2.32 / 9.33 eV
Maximum force: 1.470 eV/A
Total energy: -22832.301 eV